Record 1
Entry from the Open Molecules 2025 dataset: 15 unconnected molecules or ions with the total composition C42H101I2N3O14 in a non-equilibrium geometry (ωB97M-V/def2-TZVPD).

As for the HOMO energy: -7.840 eV. For the lowest unoccupied orbital energy, the calculation gives -1.22 eV.

Last column: Löwdin charge in e.
Cartesian coordinates (Å):
C1 6.52 -1.12 5.72  -0.17
N1 7.00 -0.61 4.43  -0.17
C2 6.56 0.70 3.95  -0.21
C3 4.89 0.66 3.86  -0.07
C4 4.23 -0.06 2.55  0.02
C5 2.56 -0.12 2.50  -0.02
C6 1.71 0.51 3.76  -0.15
C7 0.06 0.42 3.76  -0.72
I1 -0.74 0.56 1.72  0.71
C8 -0.29 -1.03 4.51  -0.75
C9 -0.70 -0.78 6.10  -0.19
I2 -1.92 -2.10 3.44  0.72
C10 2.43 1.25 5.08  -0.09
N2 1.52 1.76 6.16  0.05
C11 2.32 2.37 7.28  -0.03
C12 3.94 2.46 7.31  -0.17
C13 4.67 3.19 8.62  -0.10
N3 4.85 1.94 6.24  0.09
C14 4.05 1.32 5.13  -0.10
H1 6.99 -2.20 5.91  0.09
H2 6.83 -0.44 6.65  0.09
H3 5.34 -1.28 5.83  0.09
H4 7.70 -1.14 3.91  0.08
H5 6.95 1.56 4.65  0.09
H6 6.93 0.94 2.84  0.14
H7 4.89 -0.51 1.66  0.11
H8 2.08 -0.66 1.56  0.07
H9 -0.43 1.31 4.39  0.09
H10 0.68 -1.72 4.53  0.10
H11 -1.37 -1.67 6.49  0.07
H12 0.31 -0.83 6.73  0.08
H13 -1.19 0.28 6.28  0.09
H14 1.72 2.83 8.20  0.11
H15 5.69 2.68 8.89  0.09
H16 4.79 4.35 8.49  0.06
H17 3.93 3.02 9.54  0.09
C15 4.33 -3.70 -0.04  -0.08
C16 2.89 -3.39 -0.39  -0.34
O1 2.79 -2.05 -0.85  -0.10
H18 4.70 -3.02 0.73  0.06
H19 4.43 -4.73 0.32  0.08
H20 4.98 -3.57 -0.91  0.07
H21 2.25 -3.50 0.49  0.10
H22 2.52 -4.06 -1.17  0.10
H23 3.35 -1.96 -1.64  0.06
C17 -2.33 -3.97 -0.78  -0.09
C18 -1.21 -3.86 0.23  -0.35
O2 0.04 -4.12 -0.39  -0.11
H24 -2.34 -4.97 -1.23  0.08
H25 -3.29 -3.77 -0.32  0.06
H26 -2.18 -3.25 -1.60  0.08
H27 -1.35 -4.59 1.04  0.10
H28 -1.17 -2.86 0.68  0.02
H29 0.16 -3.46 -1.10  0.09
C19 -5.87 -4.08 -3.74  -0.09
C20 -5.92 -5.05 -2.58  -0.31
O3 -5.45 -4.42 -1.40  -0.10
H30 -4.85 -3.72 -3.90  0.08
H31 -6.23 -4.56 -4.66  0.07
H32 -6.49 -3.20 -3.53  0.05
H33 -5.28 -5.92 -2.78  0.10
H34 -6.94 -5.41 -2.40  0.11
H35 -6.02 -3.66 -1.22  0.09
C21 4.99 -3.49 -5.52  -0.09
C22 3.70 -3.43 -4.72  -0.32
O4 3.60 -2.19 -4.05  -0.11
H36 5.85 -3.36 -4.86  0.08
H37 5.08 -4.45 -6.04  0.07
H38 5.02 -2.68 -6.25  0.07
H39 3.67 -4.23 -3.97  0.11
H40 2.83 -3.55 -5.38  0.11
H41 3.61 -1.49 -4.73  0.05
C23 -3.18 -7.43 -5.22  -0.09
C24 -4.07 -6.69 -6.20  -0.33
O5 -3.85 -5.29 -6.08  -0.10
H42 -3.38 -7.11 -4.20  0.07
H43 -3.34 -8.51 -5.30  0.08
H44 -2.13 -7.22 -5.42  0.07
H45 -5.12 -6.89 -5.98  0.11
H46 -3.86 -6.99 -7.23  0.11
H47 -2.91 -5.12 -6.29  0.09
C25 10.44 -2.55 5.66  -0.09
C26 10.83 -2.52 4.20  -0.32
O6 10.02 -1.58 3.50  -0.10
H48 9.39 -2.81 5.78  0.06
H49 11.05 -3.27 6.21  0.07
H50 10.58 -1.56 6.11  0.08
H51 10.67 -3.51 3.74  0.11
H52 11.88 -2.25 4.07  0.11
H53 10.18 -0.71 3.90  0.09
C27 -9.39 -0.07 -4.36  -0.09
C28 -8.06 -0.75 -4.11  -0.32
O7 -7.92 -1.87 -4.98  -0.10
H54 -10.22 -0.77 -4.19  0.06
H55 -9.52 0.79 -3.70  0.08
H56 -9.46 0.27 -5.40  0.07
H57 -8.00 -1.11 -3.08  0.11
H58 -7.23 -0.06 -4.29  0.11
H59 -7.96 -1.54 -5.89  0.07
C29 1.03 1.55 -4.26  -0.09
C30 2.15 1.29 -5.23  -0.31
O8 2.33 -0.11 -5.40  -0.10
H60 1.24 1.09 -3.29  0.08
H61 0.88 2.63 -4.11  0.08
H62 0.09 1.11 -4.62  0.07
H63 3.09 1.72 -4.86  0.12
H64 1.94 1.74 -6.21  0.11
H65 1.50 -0.47 -5.74  0.10
C31 3.84 6.88 6.95  -0.09
C32 4.88 7.74 7.64  -0.32
O9 4.27 8.53 8.65  -0.09
H66 3.06 7.50 6.51  0.08
H67 4.29 6.26 6.17  0.08
H68 3.34 6.22 7.68  0.06
H69 5.36 8.41 6.92  0.12
H70 5.66 7.12 8.10  0.09
H71 3.86 7.92 9.29  0.09
C33 3.43 12.00 10.55  -0.10
C34 2.44 11.28 11.44  -0.33
O10 1.40 10.73 10.66  -0.09
H72 2.94 12.80 9.99  0.08
H73 4.24 12.44 11.14  0.07
H74 3.86 11.32 9.82  0.06
H75 2.00 11.98 12.16  0.11
H76 2.93 10.48 12.00  0.10
H77 1.80 10.11 10.03  0.08
C35 7.63 4.53 7.89  -0.10
C36 8.75 4.27 6.91  -0.32
O11 8.93 2.87 6.74  -0.09
H78 7.84 4.07 8.86  0.08
H79 7.48 5.61 8.03  0.06
H80 6.69 4.09 7.53  0.03
H81 9.69 4.70 7.29  0.11
H82 8.54 4.72 5.94  0.11
H83 8.10 2.51 6.40  0.06
C37 -6.39 -1.69 -9.73  -0.09
C38 -7.68 -1.63 -8.94  -0.33
O12 -7.78 -0.39 -8.27  -0.10
H84 -5.53 -1.56 -9.07  0.08
H85 -6.30 -2.65 -10.25  0.08
H86 -6.35 -0.88 -10.47  0.06
H87 -7.70 -2.43 -8.19  0.11
H88 -8.55 -1.75 -9.59  0.11
H89 -7.77 0.31 -8.94  0.05
C39 -12.96 -2.66 -7.29  -0.10
C40 -11.92 -1.80 -6.61  -0.34
O13 -12.53 -1.01 -5.60  -0.10
H90 -13.74 -2.03 -7.74  0.08
H91 -12.51 -3.27 -8.08  0.07
H92 -13.46 -3.32 -6.57  0.07
H93 -11.44 -1.13 -7.33  0.11
H94 -11.14 -2.42 -6.15  0.11
H95 -12.94 -1.61 -4.96  0.09
C41 -8.82 2.29 -12.50  -0.09
C42 -8.87 1.32 -11.34  -0.32
O14 -8.39 1.95 -10.16  -0.09
H96 -7.80 2.65 -12.66  0.08
H97 -9.18 1.81 -13.42  0.08
H98 -9.44 3.17 -12.30  0.07
H99 -8.23 0.45 -11.54  0.11
H100 -9.89 0.96 -11.17  0.11
H101 -8.97 2.71 -9.99  0.10

Record 2
Entry from the Open Molecules 2025 dataset: 7 unconnected molecules or ions with the total composition C42H102BN8O8S4 in a non-equilibrium geometry (ωB97M-V/def2-TZVPD).

The calculation puts the relative energy (zero: lowest compared OMol25 entry of this formula, charge and spin) at 1.652 eV. As for the charge: -1. As for the HOMO energy: -4.271 eV. For the lowest unoccupied orbital energy, the calculation gives 1.95 eV.

Last column: Löwdin charge in e.
Cartesian coordinates (Å):
C1 2.06 4.40 1.61  -0.11
C2 2.76 3.50 0.50  -0.21
N1 1.68 2.83 -0.26  -0.23
C3 1.69 3.10 -1.70  -0.24
C4 0.50 4.15 -2.01  -0.08
C5 1.48 1.46 0.10  -0.99
S1 0.86 1.15 1.63  0.73
S2 1.86 0.00 -0.93  0.78
C6 0.21 -0.34 -1.75  -0.45
C7 -0.73 -1.26 -0.87  -0.27
C8 -2.26 -0.92 -1.05  -0.10
B1 -2.97 -0.23 0.25  -0.76
O1 -2.13 0.36 1.30  -0.13
C9 -2.99 0.80 2.33  -0.17
C10 -4.27 -0.18 2.11  -0.32
C11 -5.65 0.58 1.97  -0.15
C12 -6.56 -0.05 0.86  -0.25
C13 -7.79 0.85 0.45  -0.46
S3 -7.45 1.65 -1.20  0.85
C14 -7.64 3.47 -0.96  -0.99
S4 -8.98 3.94 -0.04  0.57
N2 -6.76 4.39 -1.54  -0.19
C15 -5.51 3.81 -2.05  -0.25
C16 -4.54 3.16 -0.98  -0.10
C17 -6.61 5.66 -0.81  -0.27
C18 -6.12 5.55 0.68  -0.10
O2 -3.93 -1.06 1.06  -0.04
H1 2.66 4.43 2.56  0.07
H2 1.84 5.43 1.23  0.07
H3 1.07 3.98 1.91  0.04
H4 3.35 2.71 1.04  0.11
H5 3.39 4.18 -0.10  0.08
H6 2.63 3.63 -2.02  0.10
H7 1.50 2.24 -2.36  0.08
H8 -0.27 4.02 -1.22  0.07
H9 0.05 3.84 -2.99  0.06
H10 0.87 5.19 -2.12  0.06
H11 0.36 -0.73 -2.79  0.07
H12 -0.32 0.64 -1.83  0.07
H13 -0.60 -2.33 -1.19  0.07
H14 -0.37 -1.20 0.19  0.08
H15 -2.34 -0.25 -1.95  0.08
H16 -2.88 -1.83 -1.31  0.08
H17 -3.62 0.73 -0.14  0.10
H18 -2.54 0.64 3.34  0.11
H19 -3.16 1.90 2.20  0.11
H20 -4.32 -0.67 3.13  0.13
H21 -6.20 0.51 2.95  0.11
H22 -5.51 1.69 1.81  0.10
H23 -5.93 -0.17 -0.06  0.09
H24 -6.93 -1.06 1.18  0.11
H25 -8.66 0.16 0.31  0.07
H26 -8.09 1.59 1.22  0.05
H27 -4.94 4.65 -2.54  0.10
H28 -5.71 3.09 -2.88  0.10
H29 -4.99 3.09 0.03  0.06
H30 -3.54 3.68 -0.97  0.08
H31 -4.33 2.11 -1.32  0.05
H32 -7.57 6.24 -0.83  0.09
H33 -5.86 6.27 -1.37  0.10
H34 -6.29 6.51 1.23  0.08
H35 -5.00 5.42 0.64  0.07
H36 -6.53 4.67 1.23  0.05
C19 -5.93 8.39 -6.50  -0.08
C20 -5.41 7.09 -5.91  -0.43
C21 -6.20 6.62 -4.67  -0.20
O3 -5.92 7.34 -3.48  -0.22
C22 -6.59 8.58 -3.37  -0.10
N3 -3.98 7.24 -5.61  0.04
H37 -5.62 9.27 -5.93  0.06
H38 -5.54 8.52 -7.52  0.07
H39 -7.02 8.39 -6.57  0.08
H40 -5.52 6.32 -6.67  0.13
H41 -5.90 5.58 -4.46  0.11
H42 -7.28 6.60 -4.87  0.12
H43 -7.58 8.55 -3.82  0.09
H44 -5.99 9.37 -3.82  0.07
H45 -6.69 8.81 -2.31  0.09
H46 -3.61 6.34 -5.31  0.07
H47 -3.90 7.82 -4.78  0.07
C23 2.93 -0.74 4.25  -0.08
C24 4.06 -1.17 3.33  -0.42
C25 4.38 -2.67 3.39  -0.20
O4 5.10 -3.08 4.55  -0.20
C26 4.30 -3.25 5.70  -0.12
N4 5.25 -0.35 3.62  0.04
H48 3.24 -0.66 5.30  0.06
H49 2.56 0.24 3.96  0.04
H50 2.09 -1.44 4.20  0.08
H51 3.74 -0.95 2.30  0.13
H52 5.03 -2.91 2.54  0.12
H53 3.47 -3.28 3.27  0.12
H54 3.31 -3.63 5.46  0.09
H55 4.23 -2.31 6.26  0.07
H56 4.81 -3.98 6.35  0.08
H57 5.97 -0.56 2.94  0.07
H58 5.64 -0.69 4.50  0.06
C27 -2.64 -5.18 -2.02  -0.06
C28 -1.91 -4.50 -3.17  -0.42
C29 -1.90 -5.32 -4.47  -0.20
O5 -0.99 -6.42 -4.48  -0.20
C30 -1.46 -7.57 -3.80  -0.12
N5 -0.55 -4.16 -2.74  0.05
H59 -2.04 -5.96 -1.55  0.06
H60 -2.86 -4.45 -1.24  0.08
H61 -3.58 -5.61 -2.35  0.08
H62 -2.44 -3.56 -3.39  0.13
H63 -1.57 -4.67 -5.29  0.12
H64 -2.91 -5.66 -4.74  0.12
H65 -2.54 -7.70 -3.91  0.09
H66 -1.19 -7.53 -2.74  0.07
H67 -0.96 -8.44 -4.24  0.08
H68 -0.10 -3.61 -3.47  0.08
H69 -0.01 -5.02 -2.72  0.04
C31 4.29 -6.57 4.60  -0.07
C32 3.82 -8.02 4.52  -0.43
C33 3.27 -8.56 5.86  -0.20
O6 4.26 -8.87 6.83  -0.19
C34 4.76 -7.75 7.54  -0.11
N6 4.92 -8.85 4.02  0.04
H70 5.26 -6.46 5.08  0.07
H71 4.39 -6.15 3.59  0.08
H72 3.57 -5.95 5.14  0.07
H73 3.00 -8.06 3.80  0.13
H74 2.76 -9.51 5.65  0.12
H75 2.52 -7.89 6.28  0.12
H76 3.99 -7.00 7.71  0.09
H77 5.61 -7.31 7.02  0.07
H78 5.12 -8.11 8.51  0.09
H79 4.58 -9.79 3.87  0.07
H80 5.60 -8.95 4.77  0.07
C35 7.33 8.42 0.45  -0.08
C36 6.83 7.64 1.67  -0.43
C37 6.60 6.14 1.39  -0.20
O7 5.42 5.86 0.65  -0.20
C38 5.54 6.05 -0.75  -0.10
N7 5.63 8.29 2.18  0.04
H81 6.54 8.64 -0.26  0.06
H82 7.75 9.37 0.77  0.07
H83 8.12 7.87 -0.07  0.08
H84 7.61 7.70 2.43  0.13
H85 6.47 5.63 2.35  0.12
H86 7.47 5.68 0.91  0.12
H87 6.54 5.80 -1.12  0.09
H88 5.29 7.08 -1.01  0.08
H89 4.82 5.40 -1.24  0.07
H90 5.35 7.83 3.05  0.07
H91 4.86 8.07 1.54  0.07
C39 2.62 -7.02 -0.55  -0.07
C40 2.21 -7.47 -1.95  -0.42
C41 3.17 -8.51 -2.56  -0.21
O8 4.40 -7.98 -3.03  -0.19
C42 5.37 -7.76 -2.01  -0.11
N8 2.08 -6.28 -2.80  0.05
H92 3.44 -6.30 -0.55  0.07
H93 1.78 -6.52 -0.05  0.08
H94 2.91 -7.87 0.07  0.08
H95 1.23 -7.94 -1.87  0.13
H96 2.68 -8.93 -3.45  0.12
H97 3.35 -9.34 -1.87  0.12
H98 5.32 -8.51 -1.22  0.09
H99 5.26 -6.76 -1.59  0.08
H100 6.36 -7.81 -2.48  0.09
H101 1.71 -6.57 -3.71  0.07
H102 3.02 -5.95 -3.02  0.08

Results for E: -3473.2351, -4318.8741 (in Ha, following the order of the records).